Here is a single C5H6O molecule from OMol25. Energies are from the ωB97M-V functional and the def2-TZVPD basis.

Last column: natural (NBO) charge in e.
Geometry (Å):
C (0.423, -0.183, 1.623)  -0.6269
C (0.330, -0.809, 0.264)  0.2153
C (-0.869, -0.793, -0.410)  -0.2475
C (-0.749, 0.219, -1.401)  -0.3391
C (0.542, 0.655, -1.336)  0.1098
O (1.249, -0.064, -0.457)  -0.4242
H (0.296, 0.868, 1.248)  0.2088
H (1.397, -0.233, 2.108)  0.2215
H (-0.395, -0.433, 2.298)  0.2174
H (-1.774, -1.311, -0.114)  0.2269
H (-1.545, 0.654, -1.983)  0.2321
H (1.093, 1.432, -1.839)  0.2061

Values from the calculation:
SMILES   Cc1ccco1
Kohn-Sham gap   9.17 eV
E   -269.27696 Ha